(1)
This record from OMol25 describes CH7N5 in the gas phase in a non-equilibrium geometry. The level of theory is ωB97M-V/def2-TZVPD.

Geometry (Å):
N: 1.080 0.416 -0.268
N: -1.068 -1.405 -0.546
N: -0.799 -0.496 0.747
N: 2.021 -0.496 0.066
N: -0.950 1.672 -0.059
C: -0.271 0.640 0.070
H: -0.414 2.527 -0.295
H: -2.131 -0.996 -0.892
H: -1.405 -2.300 -0.125
H: 1.575 1.289 -0.840
H: -1.600 -0.076 1.222
H: 1.565 -1.353 -0.198
H: 2.044 -0.773 1.121

* frontier orbital gap: 9.797 eV
* spin multiplicity: 1
* E: -315.9464 hartree
* ΔE to the lowest compared entry with this formula, charge and spin: 206.3 kJ/mol

Here are the natural (NBO) charges for atoms 1 to 4, given in e:
1 N -0.474
2 N -0.660
3 N -0.516
4 N -0.603



(2)
This record from OMol25 describes a gas-phase ion, CH7N5 (charge +2) in a non-equilibrium geometry. The level of theory is ωB97M-V/def2-TZVPD.

Geometry (Å):
N: 0.675 -0.646 0.103
N: -2.692 0.371 -0.058
N: 2.555 0.568 0.014
N: -1.498 0.447 0.138
N: 1.251 0.494 -0.027
C: -0.651 -0.862 0.050
H: -3.289 1.177 0.040
H: -3.244 -0.493 -0.349
H: 3.097 1.409 0.127
H: 0.479 1.234 0.116
H: -1.024 -1.850 -0.283
H: 1.296 -1.531 0.134
H: 3.045 -0.317 -0.005

* frontier orbital gap (alpha / beta): 7.275 / 7.874 eV
* net charge: +2
* spin multiplicity: 1
* E: -315.2101 hartree
* ΔE to the lowest compared entry with this formula, charge and spin: 155.8 kJ/mol

Here are the natural (NBO) charges for atoms 1 to 4, given in e:
1 N -0.256
2 N -0.297
3 N -0.481
4 N -0.065



(3)
This record from OMol25 describes 2 unconnected molecules or ions with the total composition CH7N5S in a non-equilibrium geometry. The level of theory is ωB97M-V/def2-TZVPD.

Geometry (Å):
S: -3.212 0.542 0.013
N: 0.110 1.614 0.969
N: -1.324 -1.489 -0.248
N: -0.083 0.902 -0.054
N: -0.092 -1.684 0.365
N: 0.453 1.205 -1.153
C: -2.035 -0.425 -0.143
H: 0.368 -2.521 0.019
H: 0.306 0.602 -1.957
H: -1.610 -2.170 -0.962
H: 1.068 2.017 -1.284
H: -0.164 -1.740 1.380
H: 0.688 2.461 0.980
H: -0.317 1.330 1.846

* frontier orbital gap: 8.590 eV
* net charge: +2
* spin multiplicity: 1
* E: -713.4817 hartree
* ΔE to the lowest compared entry with this formula, charge and spin: 0.0 kJ/mol

Here are the natural (NBO) charges for atoms 1 to 4, given in e:
1 S 0.585
2 N -0.438
3 N -0.410
4 N 0.166



(4)
This record from OMol25 describes 2 unconnected molecules or ions with the total composition CH7NO in a non-equilibrium geometry. The level of theory is ωB97M-V/def2-TZVPD.

Geometry (Å):
O: 1.530 -1.107 -0.436
N: -0.680 -0.033 -0.063
C: -0.865 1.329 0.491
H: -1.464 1.341 1.401
H: -1.411 1.918 -0.243
H: -1.055 -0.735 0.580
H: 0.064 1.835 0.756
H: -1.203 -0.126 -0.930
H: 0.608 -0.606 -0.317
H: 1.376 -2.017 -0.185

* frontier orbital gap: 10.519 eV
* spin multiplicity: 1
* E: -172.2656 hartree
* ΔE to the lowest compared entry with this formula, charge and spin: 32.9 kJ/mol

Here are the natural (NBO) charges for atoms 1 to 4, given in e:
1 O -1.026
2 N -0.813
3 C -0.414
4 H 0.192



(5)
This record from OMol25 describes CH7NOP2 in the gas phase in a non-equilibrium geometry. The level of theory is ωB97M-V/def2-TZVPD.

Geometry (Å):
P: -0.611 -3.246 0.706
P: 0.757 -1.478 0.962
O: 1.329 0.012 0.227
N: 0.662 0.303 -1.056
C: -0.489 1.105 -0.913
H: -1.860 -2.324 0.925
H: 1.978 -1.991 0.928
H: -0.337 2.184 -1.280
H: 0.805 -0.825 2.177
H: -0.780 1.105 0.085
H: 1.475 0.561 -1.658
H: -1.225 0.568 -1.500

* frontier orbital gap: 7.857 eV
* spin multiplicity: 1
* E: -854.8367 hartree
* ΔE to the lowest compared entry with this formula, charge and spin: 174.2 kJ/mol

Here are the natural (NBO) charges for atoms 1 to 4, given in e:
1 P -0.281
2 P 0.859
3 O -0.668
4 N -0.363



(6)
This record from OMol25 describes CH7NP2 in the gas phase in a non-equilibrium geometry. The level of theory is ωB97M-V/def2-TZVPD.

Geometry (Å):
P: 0.803 -0.391 1.370
P: -1.741 -0.104 -0.278
N: 0.045 -0.080 -0.191
C: 0.806 0.696 -1.164
H: -1.811 -1.137 0.644
H: -0.327 -0.574 2.143
H: 0.374 1.565 -1.327
H: -1.786 0.911 0.715
H: 0.815 0.041 -2.170
H: 0.964 -1.797 1.173
H: 1.858 0.869 -0.916

* frontier orbital gap: 9.270 eV
* spin multiplicity: 1
* E: -779.6844 hartree
* ΔE to the lowest compared entry with this formula, charge and spin: 111.3 kJ/mol

Here are the natural (NBO) charges for atoms 1 to 4, given in e:
1 P 0.522
2 P 0.538
3 N -1.011
4 C -0.390



(7)
This record from OMol25 describes 2 unconnected molecules or ions with the total composition CH7NS in a non-equilibrium geometry. The level of theory is ωB97M-V/def2-TZVPD.

Geometry (Å):
S: -2.148 -0.613 -0.351
N: 4.040 0.283 0.068
C: -1.113 0.676 0.478
H: -1.997 1.155 1.007
H: 4.920 0.757 -0.232
H: 3.129 0.767 -0.160
H: 3.794 -0.536 -0.511
H: -0.819 1.618 -0.012
H: -0.513 0.232 1.275
H: 4.587 0.034 0.932

* frontier orbital gap: 1.417 eV
* spin multiplicity: 1
* E: -495.0131 hartree
* ΔE to the lowest compared entry with this formula, charge and spin: 562.0 kJ/mol

Here are the natural (NBO) charges for atoms 1 to 4, given in e:
1 S -0.723
2 N -0.927
3 C -0.817
4 H 0.210



(8)
This record from OMol25 describes 2 unconnected molecules or ions with the total composition CH7NS in a non-equilibrium geometry. The level of theory is ωB97M-V/def2-TZVPD.

Geometry (Å):
S: 0.845 1.231 1.931
N: -0.606 -0.358 -0.065
C: 0.350 -0.373 -1.171
H: 0.356 0.569 -1.716
H: 0.148 -1.157 -1.904
H: -0.081 0.528 0.902
H: -0.219 1.500 2.710
H: -0.582 -1.228 0.436
H: -1.553 -0.193 -0.379
H: 1.342 -0.520 -0.743

* frontier orbital gap: 8.887 eV
* spin multiplicity: 1
* E: -495.2043 hartree
* ΔE to the lowest compared entry with this formula, charge and spin: 60.0 kJ/mol

Here are the natural (NBO) charges for atoms 1 to 4, given in e:
1 S -0.581
2 N -0.778
3 C -0.421
4 H 0.211



(9)
This record from OMol25 describes 2 unconnected molecules or ions with the total composition CH7NS. The level of theory is ωB97M-V/def2-TZVPD.

Geometry (Å):
S: 1.124 0.081 1.428
N: -0.451 -0.373 -1.527
C: -1.698 0.336 -1.237
H: -2.282 -0.234 -0.504
H: -1.539 1.329 -0.817
H: -0.620 -1.000 -2.305
H: 0.226 0.261 -1.937
H: 0.951 -0.567 2.576
H: -2.357 0.443 -2.094
H: 0.643 -0.882 0.640

* frontier orbital gap: 10.404 eV
* spin multiplicity: 1
* E: -495.2142 hartree
* ΔE to the lowest compared entry with this formula, charge and spin: 33.9 kJ/mol

Here are the natural (NBO) charges for atoms 1 to 4, given in e:
1 S -0.315
2 N -0.840
3 C -0.418
4 H 0.188



(10)
This record from OMol25 describes 2 unconnected molecules or ions with the total composition CH7O2 in a non-equilibrium geometry. The level of theory is ωB97M-V/def2-TZVPD.

Geometry (Å):
O: -0.018 -0.610 0.157
O: -0.206 1.178 -1.527
C: 0.204 -0.622 1.652
H: -0.824 -0.542 2.023
H: 0.380 -1.409 -0.264
H: -0.166 0.350 -0.271
H: 0.908 0.261 1.791
H: -0.719 0.421 -2.003
H: 0.263 1.645 -2.186
H: 0.723 -1.537 1.958

* frontier orbital gap: 13.450 eV
* net charge: +1
* spin multiplicity: 1
* E: -192.4561 hartree
* ΔE to the lowest compared entry with this formula, charge and spin: 81.0 kJ/mol

Here are the natural (NBO) charges for atoms 1 to 4, given in e:
1 O -0.693
2 O -0.942
3 C -0.254
4 H 0.236



(11)
This record from OMol25 describes 3 unconnected molecules or ions with the total composition CH7O2S. The level of theory is ωB97M-V/def2-TZVPD.

Geometry (Å):
S: -0.195 -1.240 0.819
O: -0.708 0.632 -3.086
O: 0.838 1.535 -0.517
C: 0.202 -0.049 2.145
H: 0.302 -0.510 3.139
H: -0.085 1.765 -0.361
H: -0.297 1.232 -2.440
H: -0.682 -0.179 -2.550
H: -0.538 0.732 2.265
H: 1.184 0.374 1.970
H: 0.800 0.558 -0.377

* frontier orbital gap: 6.974 eV
* net charge: -1
* spin multiplicity: 1
* E: -591.0031 hartree
* ΔE to the lowest compared entry with this formula, charge and spin: 24.3 kJ/mol

Here are the natural (NBO) charges for atoms 1 to 4, given in e:
1 S -0.732
2 O -0.971
3 O -0.999
4 C -0.739



(12)
This record from OMol25 describes 3 unconnected molecules or ions with the total composition CH7O3 in a non-equilibrium geometry. The level of theory is ωB97M-V/def2-TZVPD.

Geometry (Å):
O: -1.970 0.154 -1.463
O: -0.189 0.039 0.324
O: 0.439 -2.333 1.226
C: 0.739 1.061 0.206
H: 0.238 -1.379 0.996
H: -1.832 1.104 -1.499
H: 0.632 1.778 1.042
H: 0.819 -2.675 0.407
H: 1.766 0.664 0.191
H: -1.232 -0.075 -0.717
H: 0.588 1.661 -0.713

* frontier orbital gap: 8.296 eV
* net charge: -1
* spin multiplicity: 1
* E: -268.0345 hartree
* ΔE to the lowest compared entry with this formula, charge and spin: 12.8 kJ/mol

Here are the natural (NBO) charges for atoms 1 to 4, given in e:
1 O -1.052
2 O -0.954
3 O -1.021
4 C -0.213



(13)
This record from OMol25 describes 2 unconnected molecules or ions with the total composition CH7OS in a non-equilibrium geometry. The level of theory is ωB97M-V/def2-TZVPD.

Geometry (Å):
S: -0.203 -0.184 1.403
O: 1.714 0.449 -0.794
C: -1.271 -0.671 0.031
H: 0.700 0.519 0.612
H: -0.865 0.943 1.779
H: -1.968 -1.457 0.304
H: 2.620 0.180 -0.785
H: -1.732 0.232 -0.349
H: -0.616 -1.121 -0.716
H: 1.621 1.110 -1.484

* frontier orbital gap: 13.084 eV
* net charge: +1
* spin multiplicity: 1
* E: -515.4293 hartree
* ΔE to the lowest compared entry with this formula, charge and spin: 2.9 kJ/mol

Here are the natural (NBO) charges for atoms 1 to 4, given in e:
1 S 0.419
2 O -0.958
3 C -0.736
4 H 0.260



(14)
This record from OMol25 describes a molecular structure, CH8BCsO in a non-equilibrium geometry. The level of theory is ωB97M-V/def2-TZVPD.

Geometry (Å):
Cs: 0.743 2.000 1.014
O: -0.334 0.861 -0.612
C: -0.055 -0.070 -1.669
B: -0.018 -0.450 1.434
H: -0.776 -0.882 -1.756
H: -0.835 -0.426 0.730
H: 0.884 -0.255 0.875
H: 0.943 -0.509 -1.652
H: -0.417 0.378 0.213
H: 0.068 -1.449 1.832
H: -0.102 0.491 -2.603
H: -0.101 0.310 2.195

* frontier orbital gap: 9.271 eV
* spin multiplicity: 1
* E: -162.9040 hartree
* ΔE to the lowest compared entry with this formula, charge and spin: 394.6 kJ/mol

Here are the Mulliken charges for atoms 1 to 4, given in e:
1 Cs 0.938
2 O -0.924
3 C -0.757
4 B -0.469



(15)
This record from OMol25 describes 3 unconnected molecules or ions with the total composition CH8N2O2 in a non-equilibrium geometry. The level of theory is ωB97M-V/def2-TZVPD.

Geometry (Å):
O: -5.027 -2.017 -0.216
O: -1.509 0.362 -0.999
N: 4.418 1.003 0.815
N: 2.112 0.923 0.271
C: 3.189 0.646 1.007
H: 3.099 -0.197 1.714
H: -1.754 0.061 -1.887
H: -5.360 -1.925 -1.114
H: -1.860 1.203 -0.676
H: 2.040 1.206 -0.692
H: -5.712 -1.828 0.430
H: 1.334 0.366 0.521
H: 5.030 0.197 0.826

* frontier orbital gap (alpha / beta): 2.576 / 9.284 eV
* net charge: -1
* spin multiplicity: 2
* E: -302.7946 hartree
* ΔE to the lowest compared entry with this formula, charge and spin: 98.9 kJ/mol

Here are the natural (NBO) charges for atoms 1 to 4, given in e:
1 O -1.055
2 O -1.400
3 N -0.841
4 N -0.826



(16)
This record from OMol25 describes 3 unconnected molecules or ions with the total composition CH8N2O3 in a non-equilibrium geometry. The level of theory is ωB97M-V/def2-TZVPD.

Geometry (Å):
O: 1.805 0.565 0.667
O: -1.158 0.681 1.345
O: -3.017 -0.919 -0.188
N: 0.608 -1.122 -0.251
N: 1.508 0.730 -1.514
C: 1.308 0.102 -0.327
H: -0.134 0.720 1.439
H: -3.834 -0.451 -0.551
H: -1.460 0.645 2.288
H: -0.357 -0.921 0.044
H: 1.014 -1.875 0.273
H: 1.355 0.190 -2.375
H: 2.189 1.390 -1.444
H: -2.471 -0.183 0.055

* frontier orbital gap (alpha / beta): 10.203 / 4.818 eV
* net charge: +1
* spin multiplicity: 2
* E: -377.7883 hartree
* ΔE to the lowest compared entry with this formula, charge and spin: 82.1 kJ/mol

Here are the natural (NBO) charges for atoms 1 to 4, given in e:
1 O -0.285
2 O -0.975
3 O -0.956
4 N -0.519



(17)
This record from OMol25 describes 2 unconnected molecules or ions with the total composition CH8N2P in a non-equilibrium geometry. The level of theory is ωB97M-V/def2-TZVPD.

Geometry (Å):
P: 0.053 -0.990 0.481
N: -2.070 0.496 -0.076
N: 2.048 0.374 0.294
C: -0.949 0.049 -0.565
H: 2.877 0.046 0.792
H: 0.409 -1.832 -0.570
H: 2.103 0.163 -0.715
H: -2.222 0.372 0.962
H: -0.978 -1.806 1.051
H: -0.746 0.269 -1.607
H: -2.416 1.385 -0.416
H: 1.892 1.475 0.370

* frontier orbital gap: 7.412 eV
* net charge: +1
* spin multiplicity: 1
* E: -493.4292 hartree
* ΔE to the lowest compared entry with this formula, charge and spin: 201.6 kJ/mol

Here are the natural (NBO) charges for atoms 1 to 4, given in e:
1 P 0.482
2 N -0.650
3 N -1.107
4 C -0.055



(18)
This record from OMol25 describes a gas-phase ion, CH8N2P (charge +1) in a non-equilibrium geometry. The level of theory is ωB97M-V/def2-TZVPD.

Geometry (Å):
P: 0.651 0.139 -0.150
N: -0.018 1.467 0.541
N: -1.257 -0.445 -0.650
C: 1.168 -1.148 0.767
H: 0.972 0.403 -1.605
H: -1.696 -0.523 -1.593
H: 1.454 -0.909 1.719
H: -1.450 -1.430 -0.232
H: 1.560 -2.042 0.318
H: 0.039 2.130 -0.293
H: -1.763 0.364 -0.170
H: 0.339 1.995 1.347

* frontier orbital gap: 9.510 eV
* net charge: +1
* spin multiplicity: 1
* E: -493.4377 hartree
* ΔE to the lowest compared entry with this formula, charge and spin: 179.2 kJ/mol

Here are the natural (NBO) charges for atoms 1 to 4, given in e:
1 P 1.493
2 N -1.172
3 N -1.046
4 C -1.058



(19)
This record from OMol25 describes 2 unconnected molecules or ions with the total composition CH8N2S2. The level of theory is ωB97M-V/def2-TZVPD.

Geometry (Å):
S: 2.045 -1.122 0.148
S: 3.700 0.028 -0.385
N: -0.612 1.190 -0.020
N: -1.324 -1.161 0.126
C: -1.569 0.210 0.484
H: -0.491 -1.561 0.516
H: -1.551 -1.443 -0.809
H: 1.275 -0.038 0.295
H: -1.525 0.280 1.569
H: -2.590 0.451 0.153
H: -0.633 1.429 -0.994
H: -0.381 1.941 0.607
H: 3.657 -0.204 -1.690

* frontier orbital gap: 9.481 eV
* spin multiplicity: 1
* E: -948.7593 hartree
* ΔE to the lowest compared entry with this formula, charge and spin: 26.8 kJ/mol

Here are the natural (NBO) charges for atoms 1 to 4, given in e:
1 S -0.181
2 S -0.136
3 N -0.891
4 N -0.851



(20)
This record from OMol25 describes a gas-phase ion, CH8N3 (charge +1) in a non-equilibrium geometry. The level of theory is ωB97M-V/def2-TZVPD.

Geometry (Å):
N: 1.438 -0.497 -0.335
N: -1.681 -0.397 0.167
N: -0.786 0.580 -0.354
C: 0.440 0.601 0.212
H: 2.274 -0.724 0.233
H: 0.225 0.279 1.314
H: 1.715 -0.237 -1.244
H: 1.015 -1.400 -0.588
H: -0.963 1.025 -1.230
H: -1.539 -1.383 -0.302
H: 1.009 1.686 0.031
H: -2.624 -0.258 0.236

* frontier orbital gap: 10.191 eV
* net charge: +1
* spin multiplicity: 1
* E: -206.8387 hartree
* ΔE to the lowest compared entry with this formula, charge and spin: 317.7 kJ/mol

Here are the natural (NBO) charges for atoms 1 to 4, given in e:
1 N -0.723
2 N -0.670
3 N -0.469
4 C -0.072